Entry 1:
3 unconnected molecules or ions with the total composition C13H26BN5O4 at a distorted geometry. Source: the OMol25 dataset; level of theory: ωB97M-V with the def2-TZVPD basis set.

The geometry in XYZ format:
```
49
Properties=species:S:1:pos:R:3:forces:R:3
C 2.333540 -0.477265 1.823855 0.41 0.73 -0.26
C 2.345918 1.060434 1.501559 0.49 -0.88 0.47
O 2.599099 1.198267 0.099347 -0.76 0.36 0.28
C 1.579384 1.915046 -0.571686 0.61 0.20 -0.61
C 0.191918 1.177997 -0.623282 -0.35 0.55 -0.38
C -0.328763 1.206654 -2.059167 1.65 -0.18 4.59
N -0.542481 1.156483 -3.161389 -1.15 0.11 -3.03
C -0.892909 1.743917 0.343891 -1.17 0.79 -0.55
C -1.005835 3.262549 0.268819 0.85 -5.12 0.42
N -0.744337 4.354377 0.275818 0.23 3.72 -0.12
B -2.390231 1.163956 0.092842 -0.84 -0.47 -0.42
N -2.703250 -0.116646 -0.502329 1.07 1.30 0.50
O -3.471105 1.993515 0.469359 0.56 -1.04 0.63
H 1.602439 -0.763707 2.598487 0.27 0.09 -0.39
H 2.168617 -0.995202 0.860583 -0.14 0.06 0.64
H 3.352778 -0.744934 2.158447 -0.58 -0.11 -0.08
H 1.424929 1.583057 1.818083 0.33 -0.27 -0.26
H 3.186952 1.515470 2.064817 -0.46 -0.01 -0.39
H 1.921982 2.024720 -1.614753 0.00 -0.08 0.56
H 1.536005 2.938373 -0.149706 -0.52 -0.45 -0.15
H 0.376512 0.122505 -0.339832 -0.16 0.48 -0.35
H -0.645525 1.457410 1.388080 -0.07 0.32 -0.51
H -1.889791 -0.602753 -0.865700 -0.31 -0.27 0.17
H -3.188479 -0.673558 0.196068 -0.18 -0.13 -0.52
H -3.556279 2.023107 1.433046 -0.03 0.45 -0.27
C -3.214169 -1.141331 3.116911 -0.05 -0.09 0.16
O -2.474111 -1.169287 2.144993 -0.03 -0.05 0.27
N -3.460384 -2.183379 3.928928 -0.06 0.27 -0.03
C -4.352765 -2.079546 5.067951 0.14 -0.21 -0.09
C -2.810134 -3.454351 3.654543 0.11 0.14 -0.20
H -3.755074 -0.226425 3.411211 -0.02 -0.03 0.04
H -3.801357 -2.311369 5.981263 -0.13 0.03 0.06
H -5.172844 -2.790526 4.950452 -0.04 0.06 0.13
H -4.762691 -1.073892 5.145751 0.05 -0.02 -0.06
H -1.727628 -3.321357 3.682520 -0.02 -0.12 -0.04
H -3.090986 -3.797786 2.657895 0.08 -0.08 0.04
H -3.106259 -4.195766 4.393306 -0.05 0.10 0.01
C 3.785090 -0.804905 -3.524996 -0.01 0.00 -0.06
O 3.292202 -0.905138 -2.417455 -0.12 0.06 -0.05
N 3.276643 -0.068348 -4.535676 0.30 -0.10 -0.02
C 3.914538 0.004897 -5.834238 -0.24 0.12 0.16
C 2.047253 0.672910 -4.306513 0.29 -0.36 0.01
H 4.717331 -1.329002 -3.797353 0.01 0.02 -0.05
H 4.174817 1.043233 -6.052139 0.06 -0.06 -0.15
H 3.224898 -0.362187 -6.597752 0.12 0.04 -0.11
H 4.820198 -0.599850 -5.853170 -0.04 0.00 0.06
H 2.198508 1.374196 -3.489565 -0.10 0.06 -0.03
H 1.258486 -0.020098 -4.028366 -0.02 0.10 -0.04
H 1.757334 1.215512 -5.203746 0.05 -0.05 0.01
```
Positions in Å, forces in eV/Å.

As for the spin multiplicity: 1. Its LUMO energy is 0.24 eV. The HOMO-LUMO gap comes out at 9.287 eV. As for the total charge: 0. For the energy relative to the best compared isomer or geometry (same formula, charge and spin), the calculation gives 0.00 kcal per mole. As for the structure (SMILES): CCOC[C@H](C#N)[C@@H](C#N)B(N)O.CN(C)C=O.CN(C)C=O.

Entry 2:
2 unconnected molecules or ions with the total composition C13H26BrIN2O2PSi at a distorted geometry. Source: the OMol25 dataset; level of theory: ωB97M-V with the def2-TZVPD basis set.

The geometry in XYZ format:
```
47
Properties=species:S:1:pos:R:3:forces:R:3
O 1.529505 3.582726 -1.526234 -0.56 -0.20 -0.99
P 0.198297 2.714189 -2.063582 0.02 2.41 0.26
Br 0.576931 1.898697 -4.117437 0.02 0.44 0.12
Si -1.380346 4.318580 -2.260206 -0.43 0.93 -0.09
I -1.171956 5.781001 -0.264865 0.11 -0.39 -0.42
C -3.096160 3.543704 -2.146237 -0.15 -1.22 0.16
C -3.283016 2.205893 -1.695902 -0.82 0.68 -0.18
C -4.607689 1.723098 -1.606743 0.94 0.80 -0.13
C -5.642710 2.598049 -1.972131 -0.70 -1.04 0.31
N -5.514216 3.851116 -2.411499 0.78 -0.58 0.31
C -4.256980 4.277380 -2.478916 0.94 0.80 -0.19
H 2.287222 2.995020 -1.393576 -0.12 0.15 0.04
H -1.220018 5.142532 -3.471828 -0.12 0.09 0.03
H -2.422957 1.590049 -1.399478 -0.46 0.19 -0.15
H -4.823715 0.716414 -1.240267 0.00 0.40 -0.20
H -6.671028 2.212535 -1.879445 0.45 0.34 -0.14
H -4.107437 5.320010 -2.808418 -0.27 -0.50 0.08
C -0.750777 -2.861241 1.148746 0.05 -0.27 -0.14
C 0.321817 -2.142143 1.941853 -0.22 0.07 0.16
N 1.732380 -2.662997 1.716836 0.07 -0.33 0.12
C 1.757529 -4.129228 2.081553 0.02 0.22 -0.20
C 2.687798 -2.001261 2.699439 -0.06 0.33 -0.10
C 2.895490 -0.503192 2.551926 0.27 0.08 -0.04
C 2.200710 -2.581469 0.265236 -0.15 0.19 0.11
C 2.102461 -1.241574 -0.446964 -0.24 0.18 -0.13
O 0.761255 -0.814831 -0.554372 0.54 -0.03 0.28
C 0.629000 0.608665 -0.775745 -0.11 -2.19 1.14
H -0.879344 -3.893042 1.476113 -0.04 0.04 0.04
H -1.704969 -2.358790 1.306982 0.09 0.07 0.03
H -0.557596 -2.860790 0.077659 -0.01 0.13 0.03
H 0.122204 -2.260829 3.009549 0.20 -0.07 -0.01
H 0.314746 -1.079044 1.730537 0.11 -0.07 -0.16
H 1.362746 -4.242351 3.088880 0.02 -0.02 -0.04
H 2.787727 -4.476286 2.033493 -0.04 0.01 0.04
H 1.156805 -4.686568 1.369084 -0.01 0.02 0.08
H 3.644332 -2.512899 2.597069 -0.07 -0.10 0.00
H 2.289708 -2.214658 3.691216 -0.07 -0.15 -0.09
H 3.654294 -0.279689 1.804934 -0.10 0.03 -0.05
H 3.293104 -0.116570 3.491325 -0.12 -0.08 0.03
H 1.986350 0.049560 2.323006 0.01 -0.01 0.05
H 1.605961 -3.310721 -0.281831 0.01 -0.01 0.04
H 3.238420 -2.919003 0.269149 -0.03 0.00 0.00
H 2.493451 -1.380630 -1.462731 0.23 -0.21 0.10
H 2.721222 -0.478924 0.024983 0.00 -0.02 0.07
H 1.516446 1.033191 -1.243346 0.14 -0.47 -0.11
H 0.453955 1.091846 0.192670 0.04 0.25 -0.11
H -0.230951 0.754478 -1.390487 -0.15 -0.92 0.04
```
Positions in Å, forces in eV/Å.

As for the spin multiplicity: 1. Its LUMO energy is -2.46 eV. The HOMO-LUMO gap comes out at 8.103 eV. As for the total charge: +1.

Entry 3:
A single C13H26FNO4S molecule at a distorted geometry. Source: the OMol25 dataset; level of theory: ωB97M-V with the def2-TZVPD basis set.

The geometry in XYZ format:
```
46
Properties=species:S:1:pos:R:3:forces:R:3
C -2.503813 4.105253 -1.846486 -0.12 -0.32 0.55
C -2.674271 3.444870 -0.453519 0.12 0.36 -0.66
C -2.824285 1.938711 -0.590301 0.52 -0.22 0.61
C -2.827575 1.196003 0.750795 0.24 0.56 -0.04
C -1.501568 1.456702 1.504116 -0.63 0.04 0.04
C -0.992506 0.241801 2.282534 -0.53 0.16 -0.36
N 0.434430 -0.064830 2.087886 0.87 -0.01 1.10
C 0.865689 -1.306427 2.792792 -0.35 -0.50 -0.56
C 1.357477 -2.370358 1.781254 -0.60 0.96 0.27
C 2.103751 -1.757009 0.600433 0.38 -0.47 0.40
C 2.836111 -2.853504 -0.203657 -0.25 0.83 0.24
C 2.547943 -2.822983 -1.687496 0.30 -0.87 -0.22
O 1.174370 -2.506220 -1.936325 -0.05 0.47 -0.42
C 0.884178 -2.539910 -3.280964 -0.43 -1.91 -0.77
C 0.840434 -1.230118 -4.023953 0.25 -0.29 0.42
O 0.654642 -3.600311 -3.838416 0.38 1.55 0.89
S 1.378098 1.263159 2.364991 -0.80 1.03 -0.79
O 0.838251 2.100115 3.380711 0.05 -0.23 0.32
O 1.724688 1.853072 1.120051 0.29 -0.16 0.01
F 2.690319 0.651937 2.940813 0.13 -0.30 -0.01
H -1.563369 4.641561 -1.906217 0.04 0.27 -0.03
H -2.459516 3.331567 -2.608788 -0.18 0.02 -0.22
H -3.330513 4.778567 -2.044021 0.00 0.13 -0.29
H -1.791820 3.713033 0.120183 0.07 -0.24 0.30
H -3.521360 3.877533 0.075445 -0.17 -0.02 0.05
H -1.935495 1.583207 -1.116040 -0.06 -0.11 -0.35
H -3.701223 1.690106 -1.183393 -0.13 0.00 -0.09
H -2.963644 0.128658 0.592279 -0.12 -0.11 -0.07
H -3.656762 1.574091 1.348155 -0.19 -0.22 0.11
H -1.672913 2.267821 2.204122 0.18 0.19 0.08
H -0.781970 1.832964 0.783555 0.33 -0.23 -0.04
H -1.525758 -0.630724 1.914530 0.13 -0.24 -0.04
H -1.255078 0.348397 3.336478 0.25 -0.02 0.17
H 1.588535 -1.122875 3.579523 0.11 0.16 -0.06
H -0.026656 -1.686818 3.281337 -0.05 -0.05 0.20
H 0.457649 -2.875516 1.436768 0.11 -0.40 -0.22
H 1.990889 -3.070173 2.319847 0.03 -0.23 -0.01
H 2.806763 -1.043108 1.025432 0.27 0.11 -0.24
H 1.432859 -1.198066 -0.037437 -0.18 0.06 0.00
H 2.571423 -3.824547 0.203485 -0.04 -0.19 -0.05
H 3.905373 -2.712108 -0.067031 0.18 -0.25 -0.06
H 3.211074 -2.154766 -2.241043 -0.11 0.41 0.12
H 2.734841 -3.821534 -2.087122 0.03 -0.06 -0.13
H 1.432722 -1.361344 -4.922372 -0.01 0.04 -0.21
H -0.190666 -1.058114 -4.312119 -0.12 0.19 -0.05
H 1.238251 -0.407766 -3.440811 -0.11 0.12 0.10
```
Positions in Å, forces in eV/Å.

As for the spin multiplicity: 1. Its LUMO energy is 0.68 eV. The HOMO-LUMO gap comes out at 10.728 eV. As for the total charge: 0. For the energy relative to the best compared isomer or geometry (same formula, charge and spin), the calculation gives 0.00 kcal per mole. As for the structure (SMILES): CCCCCCN(CCCCCOC(C)=O)S(=O)(=O)F.

Entry 4:
A molecular structure, C13H26FNO4STa at a distorted geometry. Source: the OMol25 dataset; level of theory: ωB97M-V with the def2-TZVPD basis set.

The geometry in XYZ format:
```
47
Properties=species:S:1:pos:R:3:forces:R:3
C -1.646478 -3.223052 2.961663 -0.01 -0.47 0.39
C -1.503551 -3.550100 1.395199 -1.54 0.20 0.30
C -1.669364 -2.199174 0.562536 -0.31 -0.84 0.41
F -2.241614 -2.591810 -0.737763 0.20 0.35 1.04
Ta 0.284344 -1.024396 0.136789 0.85 -0.47 -0.65
C 0.946391 -2.657488 -1.415405 -0.45 -0.41 0.27
S 1.571346 -2.376993 1.878749 -0.31 0.52 0.57
C 2.239567 0.151072 -0.436667 0.22 0.56 -0.35
C 2.081770 1.739680 -0.329870 0.88 0.51 -0.06
C 2.798000 2.541632 -1.553951 -0.54 0.32 1.46
C 1.847110 3.582070 -2.272311 0.81 1.20 -3.02
O 2.149130 4.012954 -3.410433 -0.90 -1.28 2.97
O 0.664061 4.106998 -1.696572 1.63 -1.45 -0.68
C -0.771069 0.039610 -1.614316 -1.22 0.44 -0.18
C -2.070309 0.861300 -1.252574 -0.82 0.95 -0.09
C -2.399509 2.124322 -2.206717 0.01 -1.40 -0.68
N -2.928825 0.609141 -0.298450 1.46 0.67 -1.71
C -0.385103 0.588626 1.652187 1.08 -0.26 0.44
C 0.652182 0.964774 2.789378 -1.87 2.27 2.94
O 0.194706 1.533639 3.819404 1.59 -1.95 -2.53
O 2.044033 0.769717 2.740716 -1.53 -0.60 -0.38
H -0.659821 -3.194140 3.519474 -1.08 0.01 -0.84
H -2.170967 -2.223084 3.154904 0.70 -1.37 -0.42
H -2.275484 -4.036196 3.475913 0.85 1.15 -0.74
H -2.418191 -4.200318 1.135066 1.21 0.91 0.20
H -0.594152 -4.170654 1.134203 -0.90 0.97 0.44
H -2.446773 -1.567161 1.125365 0.83 -0.95 -1.17
H 0.952845 -3.666412 -0.868005 0.24 1.19 -0.83
H 1.960900 -2.434645 -1.878556 -1.21 -0.47 0.53
H 0.141628 -2.753226 -2.230738 1.19 0.18 1.07
H 1.373872 -1.774736 3.118905 0.04 -0.35 -1.23
H 2.443364 -0.121729 -1.532712 -0.25 0.39 1.32
H 3.143765 -0.222094 0.164975 -1.29 0.62 -0.83
H 2.586481 2.152661 0.614907 -0.90 -0.87 -1.19
H 0.997903 2.072052 -0.267596 1.28 -0.44 -0.24
H 3.301313 1.814065 -2.278571 -1.17 1.28 0.61
H 3.661980 3.157862 -1.112190 -1.27 -0.67 -0.73
H 0.194745 4.499256 -2.467080 0.59 -0.10 0.58
H -1.083442 -0.767321 -2.368087 0.35 1.00 1.09
H -0.067719 0.737602 -2.170511 -0.75 -0.75 0.62
H -2.976357 1.676029 -3.096660 0.84 0.64 1.14
H -3.103864 2.870393 -1.726769 1.10 -0.74 -0.38
H -1.455033 2.570618 -2.644522 -1.17 -0.27 0.72
H -3.650395 1.354843 -0.358662 0.40 -0.68 0.20
H -1.314165 0.171785 2.179020 1.35 0.85 -0.51
H -0.704420 1.532421 1.109770 0.45 -1.00 0.78
H 2.381622 0.616798 3.651633 -0.67 0.59 -0.66
```
Positions in Å, forces in eV/Å.

As for the spin multiplicity: 1. Its LUMO energy is 2.42 eV. The HOMO-LUMO gap comes out at 7.185 eV. As for the total charge: -1.